{
  "formula": "C2H8KN4O2",
  "method": "ωB97M-V/def2-TZVPD",
  "species": ["K", "C", "O", "N", "N", "H", "H", "H", "H", "C", "O", "N", "N", "H", "H", "H", "H"],
  "positions_angstrom": [[-19.44517, 21.36313, -11.25371], [-23.11050, 20.75926, -12.15995], [-21.93150, 20.51696, -12.43035], [-23.54973, 20.92599, -10.84988], [-24.04259, 21.19212, -13.02781], [-22.75115, 20.79986, -10.23816], [-23.87497, 21.87332, -10.72295], [-24.99770, 20.97640, -12.79784], [-23.84357, 21.77368, -13.82057], [-21.82211, 24.29642, -11.14075], [-21.17053, 23.29602, -10.83226], [-22.65183, 24.41398, -12.20597], [-21.86929, 25.41290, -10.33449], [-22.89660, 25.36115, -12.42068], [-22.42937, 23.69690, -12.88269], [-21.26468, 25.44993, -9.53246], [-22.26316, 26.25470, -10.70695]],
  "mulliken_charge": [0.98, 0.54, -0.60, -0.54, -0.35, 0.26, 0.28, 0.24, 0.20, 0.48, -0.59, -0.36, -0.42, 0.21, 0.24, 0.24, 0.17],
  "spin_multiplicity": 1,
  "largest_force_ev_per_a": 2.57,
  "homo_lumo_gap_ev": 10.0580,
  "de_lowest_ev": 0.498,
  "total_charge": 1,
  "homo_energy_ha": -0.490
}